Here is the molecule C26H32N4O4 from the OMol25 dataset. Energies are from ωB97M-V with the def2-TZVPD basis set.

The energy above the lowest of the compared OMol25 structures with the same formula, charge and spin comes out at 40.8 kJ/mol. The calculation puts the highest occupied orbital energy at -0.3145 hartree. The LUMO energy is 0.003 hartree. Its total energy is -41634.310 eV. As for the frontier orbital gap: 8.7 eV.

Each line ends with the Mulliken charge.
Element x y z (Å)
C -4.311 -3.993 -1.531  -0.862
O -4.286 -3.358 -0.277  -0.463
C -4.154 -2.003 -0.236  0.910
C -4.146 -1.431 1.038  -0.741
C -4.001 -0.069 1.192  -0.183
C -3.865 0.758 0.080  0.436
C -3.589 2.229 0.252  -1.976
N -2.137 2.407 0.353  0.110
C -1.589 2.294 1.615  0.369
O -2.250 2.234 2.625  -0.657
N -0.218 2.254 1.661  -0.055
C 0.596 2.199 0.556  0.696
C 1.947 1.877 0.661  -0.413
C 2.720 1.776 -0.483  0.664
C 4.124 1.256 -0.397  -0.095
O 5.083 1.802 -0.904  -0.680
N 4.191 0.103 0.306  0.050
C 5.413 -0.674 0.344  -0.869
C 5.094 -2.150 0.563  -0.567
C 4.066 -2.673 -0.446  -0.873
N 2.705 -2.279 -0.083  0.737
C 2.163 -3.119 0.980  -1.151
C 1.389 -2.341 2.048  -1.185
C 0.422 -1.289 1.498  0.498
C -0.278 -1.686 0.199  0.167
C 0.573 -1.373 -1.031  0.908
C 1.810 -2.251 -1.232  -1.692
C 2.175 2.080 -1.731  -0.785
C 0.837 2.387 -1.840  -0.899
C 0.027 2.410 -0.704  0.558
C -1.426 2.550 -0.832  0.192
O -1.997 2.725 -1.887  -0.695
C -3.876 0.187 -1.183  -0.580
C -4.023 -1.180 -1.349  -0.510
H -3.377 -3.835 -2.081  0.313
H -4.429 -5.055 -1.322  0.254
H -5.153 -3.649 -2.141  0.344
H -4.251 -2.081 1.892  0.440
H -3.982 0.363 2.181  0.432
H -3.928 2.800 -0.613  0.541
H -4.036 2.612 1.170  0.556
H 0.184 2.138 2.581  0.331
H 2.383 1.691 1.632  0.406
H 3.347 -0.446 0.453  0.081
H 6.057 -0.303 1.150  0.341
H 5.951 -0.524 -0.599  0.401
H 4.714 -2.288 1.577  0.320
H 6.017 -2.723 0.469  0.403
H 4.301 -2.250 -1.425  0.424
H 4.153 -3.769 -0.530  0.390
H 2.980 -3.646 1.480  0.591
H 1.507 -3.890 0.551  0.370
H 0.836 -3.072 2.641  0.438
H 2.095 -1.844 2.717  0.339
H -0.328 -1.079 2.263  0.616
H 0.970 -0.365 1.312  -0.780
H -0.550 -2.742 0.220  0.626
H -1.206 -1.116 0.114  -0.945
H 0.890 -0.330 -0.976  -0.811
H -0.045 -1.477 -1.926  0.599
H 1.488 -3.273 -1.501  0.286
H 2.358 -1.844 -2.086  0.512
H 2.809 2.037 -2.603  0.491
H 0.375 2.581 -2.796  0.493
H -3.759 0.817 -2.052  0.414
H -4.028 -1.587 -2.347  0.423